ORCA calculation (wB97M-V/def2-TZVPD) on an isolated ion of composition C5H13NO and charge +1.

CARTESIAN COORDINATES (ANGSTROEM)
C -0.3941 -0.2569 -0.8041
C -0.1811 1.2492 -0.9390
C 1.2336 1.5988 -1.3805
O -0.9210 1.6633 -2.1064
C 0.5082 -0.9142 0.2823
N -0.3179 -1.7146 1.1555
C -0.9236 -1.1103 2.3636
H -1.4465 -0.5203 -0.8265
H 0.0914 -0.7437 -1.6629
H -0.3487 1.7380 0.0185
H 1.3166 2.6580 -1.6038
H 1.7063 0.9820 -2.1445
H 1.8747 1.4909 -0.4821
H -1.8059 1.2271 -2.1462
H 1.1507 -0.2933 0.9335
H 1.3360 -1.4517 -0.1805
H 0.1183 -2.6019 1.4205
H -0.4037 -0.1548 2.4671
H -2.0088 -1.2165 2.3629
H -0.5845 -1.6294 3.2728

Atomic forces in eV per Å
C 1.867 0.188 -0.645
C 0.610 -0.470 -2.444
C 1.105 -0.139 2.095
O -1.337 -0.461 1.030
C -0.268 -0.286 0.419
N 2.172 -0.139 2.006
C 0.881 -0.146 -0.063
H -0.087 -0.236 0.585
H -0.810 0.401 -0.377
H -0.780 0.495 -0.089
H -0.214 -0.007 -0.347
H -0.569 0.038 -0.267
H 0.051 0.010 -0.288
H 0.873 0.662 0.165
H -0.923 0.838 0.055
H -0.635 -0.890 -0.127
H -0.646 -0.484 -0.789
H -1.233 0.514 -0.210
H -0.018 0.700 -0.186
H -0.038 -0.587 -0.523

Results
highest occupied orbital energy (alpha / beta)	-14.10 / -14.05	eV
charge	+1
spin multiplicity	2
LUMO energy (alpha / beta)	-3.366 / -8.182	eV
energy relative to the best compared isomer or geometry (same formula, charge and spin)	2.2655	eV
largest force on an atom	2.96	eV/A
orbital gap (alpha / beta)	10.7326 / 5.8723	eV
⟨S²⟩	0.75

Results of the Löwdin charge analysis, in e, for atoms 1 through 6: C -0.102; C -0.419; C -0.044; O -0.033; C -0.151; N 0.125